(1)
The following is a DFT calculation (wB97M-V/def2-TZVPD) of 10 unconnected molecules or ions with the total composition C49H75B2F10N4O32.

Positions of all 172 atoms, in Å:
1 C 5.70 -0.13 3.54
2 C 4.71 0.95 3.10
3 C 3.99 0.59 1.80
4 N 2.72 1.29 1.59
5 C 1.53 0.52 1.19
6 C 1.80 -0.48 0.06
7 C 2.42 0.17 -1.19
8 C 3.57 -0.64 -1.77
9 N 4.78 0.01 -2.14
10 O 3.41 -1.82 -1.94
11 C 1.05 -0.24 2.48
12 B 1.87 -1.50 3.02
13 O 1.78 -2.72 2.44
14 O 2.69 -1.28 4.09
15 C 2.51 -2.05 5.31
16 C 2.71 -1.13 6.49
17 N 0.97 0.82 3.53
18 C -0.02 1.94 3.28
19 B 0.32 3.07 4.41
20 O -0.72 3.67 5.07
21 C 1.79 3.49 4.79
22 C 2.03 3.38 6.30
23 C -1.42 1.33 3.47
24 F -2.34 2.34 3.22
25 C -1.69 0.69 4.85
26 C -2.91 1.25 5.57
27 C 0.12 2.48 1.82
28 C 0.92 3.80 1.68
29 C 0.08 5.04 1.97
30 N 0.51 1.48 0.83
31 C -0.41 1.37 -0.30
32 C -1.82 0.83 -0.02
33 C -1.93 -0.67 0.26
34 O -2.94 -0.87 1.25
35 H 5.30 -1.13 3.34
36 H 5.91 -0.06 4.61
37 H 6.66 -0.04 3.03
38 H 3.98 1.13 3.90
39 H 5.26 1.89 2.95
40 H 4.67 0.84 0.98
41 H 3.86 -0.49 1.76
42 H 2.80 2.10 1.00
43 H 0.88 -0.99 -0.22
44 H 2.46 -1.27 0.41
45 H 1.67 0.16 -1.99
46 H 2.68 1.22 -1.05
47 H 5.14 0.55 -1.36
48 H 4.60 0.68 -2.89
49 H 0.03 -0.56 2.25
50 H 0.92 -3.02 2.12
51 H 3.21 -2.87 5.31
52 H 1.49 -2.46 5.33
53 H 3.63 -0.55 6.36
54 H 2.77 -1.70 7.41
55 H 1.88 -0.42 6.59
56 H 0.76 0.37 4.42
57 H 1.91 1.22 3.60
58 H -0.84 3.46 6.00
59 H 2.59 3.01 4.23
60 H 1.82 4.56 4.52
61 H 1.47 4.13 6.86
62 H 3.08 3.55 6.53
63 H 1.79 2.38 6.69
64 H -1.61 0.58 2.70
65 H -0.81 0.74 5.50
66 H -1.88 -0.38 4.69
67 H -3.01 0.77 6.55
68 H -3.81 1.02 5.01
69 H -2.87 2.33 5.68
70 H -0.90 2.77 1.57
71 H 1.24 3.84 0.63
72 H 1.84 3.79 2.27
73 H -0.87 4.98 1.44
74 H -0.15 5.18 3.03
75 H 0.59 5.94 1.61
76 H -0.55 2.38 -0.69
77 H 0.03 0.82 -1.12
78 H -2.40 1.04 -0.92
79 H -2.31 1.39 0.78
80 H -2.21 -1.19 -0.67
81 H -0.98 -1.10 0.59
82 H -2.92 -1.78 1.55
83 C 3.19 8.18 7.61
84 C 3.27 7.16 8.73
85 O 3.83 6.04 8.07
86 C 4.56 6.48 7.01
87 O 5.33 5.82 6.39
88 O 4.28 7.78 6.77
89 F 2.05 6.83 9.21
90 H 2.26 8.08 7.06
91 H 3.33 9.21 7.93
92 H 3.91 7.44 9.56
93 C 1.17 -4.25 -4.76
94 C 1.26 -2.93 -4.01
95 O -0.09 -2.66 -3.70
96 C -0.76 -3.85 -3.65
97 O -1.86 -3.98 -3.25
98 O 0.01 -4.83 -4.15
99 F 1.73 -1.92 -4.79
100 H 0.97 -4.10 -5.82
101 H 2.03 -4.90 -4.62
102 H 1.85 -2.96 -3.09
103 C 8.14 4.22 6.99
104 C 9.35 3.61 7.66
105 O 9.24 2.25 7.30
106 C 8.55 2.17 6.13
107 O 8.48 1.21 5.45
108 O 7.96 3.36 5.87
109 F 9.31 3.72 9.01
110 H 7.26 4.16 7.64
111 H 8.28 5.24 6.66
112 H 10.31 3.99 7.32
113 C -5.08 -5.89 -3.61
114 C -3.86 -6.57 -3.03
115 O -3.97 -7.89 -3.54
116 C -4.67 -7.84 -4.69
117 O -4.73 -8.71 -5.49
118 O -5.27 -6.63 -4.82
119 F -3.86 -6.60 -1.68
120 H -5.95 -6.03 -2.96
121 H -4.94 -4.84 -3.83
122 H -2.92 -6.13 -3.37
123 C -6.78 -0.63 -2.44
124 C -5.43 -1.13 -2.90
125 O -5.65 -2.52 -3.05
126 C -6.98 -2.71 -3.32
127 O -7.44 -3.71 -3.73
128 O -7.67 -1.58 -3.06
129 F -4.46 -0.93 -1.97
130 H -6.88 -0.69 -1.36
131 H -7.02 0.37 -2.77
132 H -5.08 -0.72 -3.85
133 C 1.94 -3.99 -9.94
134 C 1.42 -5.02 -8.95
135 O 0.05 -4.72 -8.89
136 C -0.32 -4.11 -10.06
137 O -1.44 -3.92 -10.38
138 O 0.79 -3.77 -10.76
139 F 1.93 -4.86 -7.69
140 H 2.19 -3.06 -9.42
141 H 2.77 -4.33 -10.54
142 H 1.56 -6.06 -9.25
143 C 1.57 1.85 -6.21
144 C 2.86 1.11 -5.92
145 O 3.29 1.76 -4.72
146 C 2.20 2.26 -4.09
147 O 2.20 2.65 -2.96
148 O 1.13 2.23 -4.90
149 F 3.79 1.29 -6.88
150 H 1.76 2.74 -6.81
151 H 0.81 1.23 -6.69
152 H 2.75 0.05 -5.72
153 C -3.93 -5.91 -7.90
154 C -4.34 -4.77 -6.99
155 O -4.66 -3.75 -7.91
156 C -5.04 -4.34 -9.09
157 O -5.59 -3.78 -9.97
158 O -4.70 -5.65 -9.07
159 F -3.32 -4.34 -6.19
160 H -2.86 -5.83 -8.15
161 H -4.15 -6.89 -7.49
162 H -5.20 -4.97 -6.37
163 C -11.66 1.15 -2.38
164 C -10.50 1.40 -3.33
165 O -9.41 1.57 -2.43
166 C -9.70 0.89 -1.28
167 O -8.91 0.63 -0.44
168 O -11.00 0.54 -1.27
169 F -10.65 2.53 -4.05
170 H -12.11 2.09 -2.07
171 H -12.41 0.48 -2.78
172 H -10.27 0.58 -4.01

Properties
Net charge: +1
E_LUMO (eV): -2.23
Energy (eV): -152037.032

---

(2)
The following is a DFT calculation (wB97M-V/def2-TZVPD) of a molecular structure, C2H2N2O at a distorted geometry.

Positions of all 7 atoms, in Å:
1 C -0.93 0.44 -0.06
2 C 0.26 -0.07 0.63
3 N -0.68 -0.01 -1.22
4 N 0.72 -0.52 -0.52
5 O 1.70 -0.79 -1.16
6 H -1.76 1.11 0.11
7 H 0.69 -0.14 2.23

Properties
E_LUMO (alpha / beta) (eV): -0.58 / -0.58
Energy above the lowest of the compared OMol25 structures with the same formula, charge and spin (eV): 7.799
Energy (eV): -7126.044

---

(3)
The following is a DFT calculation (wB97M-V/def2-TZVPD) of a molecular structure, C25H34B3Cl57NO5P at a distorted geometry.

Positions of all 126 atoms, in Å:
1 C 1.55 1.37 -0.60
2 C 1.67 0.21 0.38
3 O 0.49 0.09 1.18
4 C -0.12 -1.21 1.12
5 B 0.39 -2.01 2.38
6 O 1.52 -2.83 2.25
7 B 2.55 -2.25 2.97
8 C 4.02 -2.02 2.45
9 C 4.68 -3.32 1.98
10 C 4.06 -4.04 0.86
11 O 3.97 -4.52 2.22
12 O 2.20 -1.77 4.24
13 B 0.89 -1.92 4.61
14 P 0.60 -2.16 6.54
15 N 1.88 -2.87 7.15
16 O -0.12 -1.89 3.67
17 H 2.08 2.25 -0.21
18 H 1.97 1.11 -1.58
19 H 0.51 1.66 -0.72
20 H 2.53 0.39 1.03
21 H 1.87 -0.73 -0.15
22 H -1.21 -1.09 1.12
23 H 0.15 -1.75 0.21
24 H 4.64 -1.63 3.26
25 H 4.04 -1.34 1.59
26 H 5.76 -3.34 2.04
27 H 4.68 -4.71 0.27
28 H 3.11 -3.69 0.46
29 H -0.56 -2.95 6.75
30 H 0.39 -0.88 7.12
31 H 2.31 -2.32 7.88
32 C 4.01 2.34 -4.60
33 Cl 2.72 3.47 -4.19
34 Cl 4.39 1.32 -3.22
35 Cl 3.56 1.36 -6.00
36 H 4.89 2.91 -4.86
37 C 4.45 -2.37 -2.87
38 Cl 5.85 -2.45 -1.82
39 Cl 4.17 -3.91 -3.67
40 Cl 3.02 -1.87 -1.95
41 H 4.63 -1.62 -3.63
42 C -3.38 0.45 4.53
43 Cl -2.21 -0.22 5.69
44 Cl -3.86 2.08 4.99
45 Cl -2.70 0.43 2.91
46 H -4.26 -0.18 4.53
47 C 6.82 0.77 2.01
48 Cl 5.43 1.80 2.37
49 Cl 7.21 -0.25 3.39
50 Cl 6.50 -0.21 0.57
51 H 7.67 1.40 1.80
52 C -0.15 3.77 -6.96
53 Cl -0.70 5.06 -5.89
54 Cl 1.43 4.18 -7.63
55 Cl -0.10 2.21 -6.13
56 H -0.85 3.69 -7.78
57 C 3.30 -3.73 -7.96
58 Cl 3.54 -2.24 -7.03
59 Cl 4.69 -4.03 -9.00
60 Cl 2.99 -5.10 -6.91
61 H 2.43 -3.59 -8.59
62 C -2.91 2.50 -1.18
63 Cl -1.78 1.88 0.02
64 Cl -3.37 4.16 -0.81
65 Cl -2.22 2.40 -2.80
66 H -3.80 1.89 -1.15
67 C 1.52 7.83 -7.72
68 Cl 0.73 9.20 -6.94
69 Cl 0.90 7.58 -9.35
70 Cl 3.27 8.05 -7.74
71 H 1.30 6.94 -7.14
72 C -1.09 -3.52 -5.82
73 Cl -1.65 -2.31 -4.66
74 Cl 0.47 -3.05 -6.50
75 Cl -0.97 -5.11 -5.05
76 H -1.81 -3.59 -6.62
77 C -5.61 -2.21 -2.86
78 Cl -4.50 -1.04 -2.14
79 Cl -5.09 -2.61 -4.49
80 Cl -5.73 -3.66 -1.86
81 H -6.59 -1.76 -2.92
82 C 2.00 3.37 -11.68
83 Cl 2.26 4.81 -10.71
84 Cl 3.37 3.04 -12.74
85 Cl 1.66 1.98 -10.64
86 H 1.13 3.54 -12.30
87 C 0.68 1.52 9.46
88 Cl 1.15 3.20 9.20
89 Cl -0.46 0.99 8.22
90 Cl 2.09 0.46 9.50
91 H 0.18 1.45 10.42
92 C -1.48 7.87 -3.09
93 Cl -2.45 7.55 -4.54
94 Cl -2.17 7.01 -1.72
95 Cl 0.20 7.43 -3.34
96 H -1.52 8.94 -2.89
97 C 0.65 -1.61 -11.75
98 Cl -0.67 -0.52 -11.35
99 Cl 1.06 -2.63 -10.37
100 Cl 0.25 -2.59 -13.16
101 H 1.52 -1.01 -11.99
102 C 0.77 -7.37 4.05
103 Cl -0.58 -6.26 4.22
104 Cl 0.92 -8.40 5.48
105 Cl 0.61 -8.35 2.59
106 H 1.68 -6.79 3.97
107 C -3.04 3.91 9.73
108 Cl -2.17 5.38 9.27
109 Cl -3.25 2.85 8.34
110 Cl -2.22 3.08 11.06
111 H -4.02 4.19 10.09
112 C -7.02 -2.26 3.46
113 Cl -7.81 -0.83 4.13
114 Cl -7.50 -2.53 1.79
115 Cl -5.26 -2.11 3.58
116 H -7.32 -3.12 4.04
117 C -7.04 3.99 12.46
118 Cl -6.27 5.20 13.48
119 Cl -6.04 3.65 11.03
120 Cl -7.36 2.51 13.36
121 H -7.98 4.39 12.11
122 C -5.54 -5.06 6.14
123 Cl -6.46 -3.66 6.72
124 Cl -5.95 -5.41 4.46
125 Cl -3.82 -4.79 6.34
126 H -5.82 -5.92 6.74

Properties
E_LUMO (eV): 0.10
Energy above the lowest of the compared OMol25 structures with the same formula, charge and spin (eV): 0.000
Energy (eV): -763303.194

---

(4)
The following is a DFT calculation (wB97M-V/def2-TZVPD) of a single C23H22N2OS molecule at a distorted geometry.

Positions of all 49 atoms, in Å:
1 C -0.83 1.14 -3.36
2 C 0.04 2.38 -3.16
3 C -0.04 3.58 -4.00
4 C 0.81 4.49 -3.43
5 S 1.77 3.97 -2.11
6 C 0.99 2.39 -2.14
7 C 1.21 1.46 -0.99
8 N 1.73 0.19 -1.46
9 C 1.95 -0.82 -0.53
10 C 3.03 -1.70 -0.75
11 C 3.49 -2.67 0.09
12 C 2.74 -2.85 1.29
13 N 3.25 -3.80 2.02
14 C 2.70 -3.98 3.21
15 C 1.68 -3.17 3.63
16 C 1.18 -2.11 2.86
17 C 1.67 -1.91 1.57
18 C 1.22 -0.98 0.62
19 C 0.04 -0.07 0.68
20 C 0.09 1.14 -0.07
21 C -1.08 2.04 0.18
22 O -0.81 3.23 0.44
23 C -2.49 1.46 0.43
24 C -2.42 0.00 1.03
25 C -3.40 -0.05 2.32
26 C -2.93 -0.97 0.01
27 C -1.11 -0.37 1.60
28 H -1.72 1.61 -3.80
29 H -1.12 0.67 -2.43
30 H -0.46 0.42 -4.14
31 H -0.68 3.70 -4.89
32 H 0.94 5.56 -3.80
33 H 1.88 1.87 -0.31
34 H 2.44 0.17 -2.20
35 H 3.63 -1.58 -1.70
36 H 4.24 -3.23 -0.30
37 H 2.89 -4.89 3.86
38 H 1.36 -3.23 4.68
39 H 0.42 -1.55 3.27
40 H -2.90 1.52 -0.59
41 H -3.08 2.06 1.07
42 H -3.45 -1.09 2.82
43 H -3.21 0.75 3.07
44 H -4.36 0.08 1.92
45 H -2.84 -2.02 0.38
46 H -2.37 -0.90 -0.94
47 H -4.00 -0.86 -0.14
48 H -0.92 0.29 2.38
49 H -1.19 -1.40 1.79

Properties
E_LUMO (eV): -0.15
Energy (eV): -40068.788
SMILES: Cc1ccsc1[C@@H]1Nc2ccc3ncccc3c2C2=C1C(=O)CC(C)(C)C2

---

(5)
The following is a DFT calculation (wB97M-V/def2-TZVPD) of a molecular structure, C3H3N3O.

Positions of all 10 atoms, in Å:
1 N -1.27 -0.83 1.22
2 C -0.30 -0.41 0.31
3 N -1.74 -1.63 0.10
4 N -0.72 -1.43 -0.61
5 O 1.69 -0.18 -1.69
6 C 1.43 0.75 -0.96
7 C 0.45 0.68 0.14
8 H -1.84 -0.17 1.74
9 H 1.95 1.72 -1.07
10 H 0.35 1.52 0.82

Properties
E_LUMO (eV): -0.94
Energy above the lowest of the compared OMol25 structures with the same formula, charge and spin (eV): 4.132
Energy (eV): -9673.323

---

(6)
The following is a DFT calculation (wB97M-V/def2-TZVPD) of a single C4H6N2 molecule at a distorted geometry.

Positions of all 12 atoms, in Å:
1 N -2.98 -0.03 -0.95
2 C -1.96 0.27 -0.49
3 C -0.73 0.78 0.12
4 N 0.42 -0.15 0.13
5 C 1.57 0.40 0.52
6 C 0.31 -1.41 -0.31
7 H -0.41 1.64 -0.48
8 H -0.94 1.14 1.13
9 H 2.36 -0.27 0.81
10 H 1.74 1.45 0.34
11 H 1.21 -1.84 -0.71
12 H -0.58 -1.99 -0.12

Properties
E_LUMO (eV): 0.61
Energy above the lowest of the compared OMol25 structures with the same formula, charge and spin (eV): 3.467
Energy (eV): -7222.124

---

(7)
The following is a DFT calculation (wB97M-V/def2-TZVPD) of 9 unconnected molecules or ions with the total composition H16NO11 at a distorted geometry.

Positions of all 28 atoms, in Å:
1 N -0.21 -0.16 0.29
2 O 0.92 0.20 -0.01
3 O -1.14 -0.28 -0.49
4 O -0.19 -0.83 1.32
5 O -1.07 2.68 -1.82
6 H -0.48 2.05 -2.09
7 H -1.72 2.95 -2.63
8 O 0.32 0.80 -2.83
9 H 0.29 0.07 -2.24
10 H 1.30 0.99 -3.10
11 O -0.60 -3.48 0.30
12 H -0.26 -2.67 0.87
13 H -0.30 -3.18 -0.66
14 O -2.80 -0.61 2.32
15 H -1.98 -0.84 2.03
16 H -2.90 -0.47 3.35
17 O 2.80 -1.57 1.10
18 H 2.21 -0.82 1.04
19 H 2.52 -2.20 1.61
20 O -3.16 0.33 -2.47
21 H -2.89 1.12 -2.87
22 H -2.82 -0.12 -1.73
23 O 0.38 0.20 4.06
24 H 0.09 -0.40 3.37
25 H 1.44 0.26 3.83
26 O 3.60 2.15 -1.18
27 H 3.93 1.42 -0.63
28 H 2.70 2.43 -0.74

Properties
Net charge: -1
E_LUMO (eV): 3.03
Energy above the lowest of the compared OMol25 structures with the same formula, charge and spin (eV): 3.649
Energy (eV): -24268.949

---

(8)
The following is a DFT calculation (wB97M-V/def2-TZVPD) of 3 unconnected molecules or ions with the total composition C24H51ClIN7O4P2 at a distorted geometry.

Positions of all 90 atoms, in Å:
1 N 0.60 3.92 -0.21
2 C 1.72 3.15 0.08
3 C 2.69 2.84 -0.81
4 C 2.62 3.30 -2.25
5 C 2.32 2.10 -3.16
6 C 0.86 1.65 -3.02
7 Cl 0.72 -0.03 -3.64
8 C 3.84 2.00 -0.42
9 O 4.62 1.60 -1.27
10 C 4.04 1.63 1.02
11 C 5.32 0.92 1.37
12 C 5.11 -0.56 1.76
13 C 5.54 -0.98 3.17
14 I 5.12 0.39 4.75
15 C 3.06 1.92 1.87
16 C 1.83 2.61 1.46
17 O 0.93 2.78 2.26
18 H 0.10 4.14 0.65
19 H 0.88 4.81 -0.60
20 H 1.82 4.02 -2.39
21 H 3.55 3.78 -2.54
22 H 2.56 2.31 -4.21
23 H 2.93 1.25 -2.88
24 H 0.17 2.29 -3.56
25 H 0.61 1.60 -1.96
26 H 5.91 1.49 2.09
27 H 5.89 0.92 0.44
28 H 5.73 -1.16 1.09
29 H 4.09 -0.88 1.58
30 H 6.59 -1.25 3.23
31 H 4.99 -1.88 3.43
32 H 3.11 1.67 2.92
33 C -4.00 1.81 2.67
34 N -3.28 2.78 1.87
35 C -2.25 3.43 2.67
36 P -3.96 3.75 0.64
37 O -2.77 4.29 -0.07
38 N -4.66 2.77 -0.59
39 C -4.73 1.32 -0.45
40 C -4.31 3.14 -1.95
41 N -5.48 4.04 1.41
42 C -6.65 4.31 0.54
43 C -5.38 5.18 2.36
44 H -4.64 2.27 3.43
45 H -3.28 1.18 3.19
46 H -4.61 1.15 2.06
47 H -2.67 4.02 3.50
48 H -1.65 4.11 2.06
49 H -1.56 2.70 3.09
50 H -3.75 0.87 -0.25
51 H -5.13 0.88 -1.36
52 H -5.43 1.04 0.34
53 H -3.33 2.76 -2.25
54 H -4.30 4.22 -2.07
55 H -5.06 2.74 -2.64
56 H -6.46 5.10 -0.19
57 H -7.49 4.62 1.17
58 H -6.96 3.42 0.01
59 H -5.19 6.13 1.85
60 H -4.57 5.01 3.07
61 H -6.30 5.27 2.93
62 C 0.38 -6.60 -2.51
63 N 1.52 -6.41 -1.64
64 C 2.05 -7.69 -1.21
65 P 1.69 -5.13 -0.52
66 O 3.13 -5.18 -0.16
67 N 1.60 -3.61 -1.32
68 C 1.29 -3.51 -2.74
69 C 2.64 -2.65 -0.95
70 N 0.03 -5.06 -0.01
71 C -0.48 -3.77 0.48
72 C -0.23 -6.07 1.05
73 H -0.51 -6.98 -1.98
74 H 0.64 -7.33 -3.28
75 H 0.10 -5.70 -3.04
76 H 1.33 -8.27 -0.61
77 H 2.95 -7.56 -0.61
78 H 2.33 -8.30 -2.08
79 H 1.96 -4.10 -3.37
80 H 1.36 -2.46 -3.04
81 H 0.25 -3.79 -2.93
82 H 3.58 -2.84 -1.48
83 H 2.85 -2.69 0.12
84 H 2.30 -1.64 -1.18
85 H 0.15 -3.33 1.26
86 H -1.48 -3.92 0.89
87 H -0.58 -3.05 -0.33
88 H 0.31 -5.84 1.97
89 H 0.07 -7.06 0.71
90 H -1.30 -6.11 1.27

Properties
E_LUMO (eV): -1.09
Energy above the lowest of the compared OMol25 structures with the same formula, charge and spin (eV): 0.000
Energy (eV): -83536.739
SMILES: NC1=C(CCCCl)C(=O)C(CCCI)=CC1=O.CN(C)P(=O)(N(C)C)N(C)C.CN(C)P(=O)(N(C)C)N(C)C